1.
C4H10NS | ωB97M-V/def2-TZVPD

Computed properties:
HOMO energy (alpha / beta), eV: -13.26 / -12.98
DFT total energy, a.u.: -610.93292
Energy relative to the best compared isomer or geometry (same formula, charge and spin), kJ/mol: 447.18
Multiplicity: 1
Orbital gap (alpha / beta), eV: 8.927 / 8.384
Charge: +1

XYZ file:
```
16
C4H10NS | the Open Molecules 2025 dataset | ωB97M-V/def2-TZVPD
C -0.10 0.64 -1.55
C 0.80 -0.46 0.13
C -0.40 0.41 -0.11
C -0.62 1.68 0.79
N 0.80 -1.93 0.03
S -1.91 -0.71 -0.04
H 0.85 1.00 -1.94
H -0.78 0.21 -2.25
H 1.62 0.14 0.42
H -0.31 1.41 1.75
H -1.66 2.02 0.80
H -0.17 2.59 0.22
H -0.19 -2.39 -0.04
H 0.87 -2.41 0.99
H 1.32 -2.46 -0.71
H -2.66 0.00 0.81
```

The computed Mulliken charges, all in e, follow: C -0.89; C -0.79; C 1.00; C -1.38; N -0.35; S -0.30; H 0.37; H 0.35; H 0.51; H 0.42; H 0.41; H 0.34; H 0.36; H 0.39; H 0.38; H 0.18

=====

2.
C36H72O44S10 | ωB97M-V/def2-TZVPD

Computed properties:
HOMO energy, eV: -9.27
DFT total energy, a.u.: -8706.74940
Energy relative to the best compared isomer or geometry (same formula, charge and spin), kJ/mol: 253.24
Multiplicity: 1
Orbital gap, eV: 9.419
Charge: 0

XYZ file:
```
162
C36H72O44S10 | the Open Molecules 2025 dataset | ωB97M-V/def2-TZVPD
C 0.30 -1.00 5.34
C 1.77 -0.62 5.18
C 2.41 -1.95 4.67
O 1.34 -2.82 4.36
C 0.14 -2.06 4.29
H -0.25 -0.10 5.04
H 0.03 -1.42 6.31
H 2.28 -0.39 6.12
H 1.88 0.21 4.48
H 3.09 -2.39 5.40
H 2.92 -1.72 3.72
H -0.73 -2.70 4.40
H 0.15 -1.60 3.29
C 5.30 0.44 3.94
C 4.42 1.63 4.29
C 3.91 2.09 2.91
O 4.09 0.97 2.05
C 5.28 0.28 2.44
H 4.84 -0.46 4.36
H 6.29 0.50 4.40
H 4.96 2.44 4.79
H 3.63 1.36 4.99
H 4.56 2.90 2.55
H 2.88 2.43 2.92
H 6.12 0.81 1.96
H 5.28 -0.73 2.05
C -0.44 3.57 -4.54
C -0.45 2.06 -4.68
C -0.40 1.54 -3.21
O -0.27 2.72 -2.37
C 0.20 3.77 -3.18
H -1.45 3.98 -4.49
H 0.13 4.10 -5.30
H 0.48 1.68 -5.11
H -1.31 1.63 -5.19
H 0.50 0.97 -2.99
H -1.24 0.93 -2.90
H 1.30 3.80 -3.21
H -0.17 4.64 -2.64
C -1.89 -5.13 -1.37
C -1.49 -5.01 -2.84
C 0.00 -5.37 -2.83
O 0.43 -4.87 -1.56
C -0.64 -4.76 -0.61
H -2.24 -6.15 -1.16
H -2.75 -4.50 -1.16
H -1.62 -3.96 -3.10
H -2.05 -5.65 -3.51
H 0.50 -4.76 -3.59
H 0.22 -6.43 -2.95
H -0.78 -3.72 -0.31
H -0.42 -5.37 0.27
C -3.82 -1.98 2.96
C -2.54 -1.73 3.78
O -1.92 -3.00 3.81
S -2.76 -4.16 3.06
O -2.69 -5.37 3.80
O -2.46 -4.23 1.66
O -4.15 -3.34 3.24
H -3.62 -1.85 1.89
H -4.66 -1.36 3.27
H -2.67 -1.39 4.81
H -1.86 -1.04 3.28
C -2.00 2.89 -0.99
C -1.08 3.37 0.13
O -1.53 4.75 0.22
S -1.76 5.39 -1.24
O -0.55 6.03 -1.72
O -2.95 6.19 -1.23
O -2.02 3.93 -1.93
H -3.01 2.57 -0.70
H -1.61 2.00 -1.48
H -0.02 3.32 -0.09
H -1.24 2.93 1.11
C 2.56 -3.41 -0.09
C 2.16 -2.63 1.18
O 3.05 -1.52 1.21
S 4.50 -1.93 0.58
O 5.30 -2.39 1.66
O 4.99 -0.88 -0.24
O 3.93 -3.11 -0.37
H 1.97 -3.19 -0.97
H 2.51 -4.49 0.06
H 2.35 -3.22 2.08
H 1.12 -2.32 1.17
C 2.44 7.25 0.20
C 1.47 6.86 -0.88
O 1.43 5.45 -0.77
S 2.91 4.87 -0.48
O 3.65 4.73 -1.71
O 2.84 3.65 0.28
O 3.39 6.18 0.36
H 1.97 7.40 1.18
H 2.96 8.19 0.01
H 1.68 7.23 -1.88
H 0.43 7.12 -0.68
C -6.41 -1.74 -0.30
C -5.61 -0.46 -0.26
O -5.76 0.01 1.09
S -7.20 -0.43 1.69
O -8.10 0.69 1.70
O -6.98 -1.18 2.90
O -7.58 -1.42 0.46
H -6.00 -2.63 0.19
H -6.76 -1.98 -1.30
H -6.03 0.25 -0.97
H -4.54 -0.61 -0.39
C 0.86 1.14 0.19
C 1.19 0.36 1.42
O -0.05 -0.20 1.85
S -1.03 -0.49 0.54
O -2.26 0.24 0.70
O -1.10 -1.91 0.33
O -0.02 0.27 -0.52
H 1.71 1.46 -0.41
H 0.38 2.12 0.35
H 1.53 1.01 2.23
H 1.87 -0.45 1.17
C -2.43 -2.23 -4.13
C -2.65 -1.76 -2.69
O -3.97 -2.12 -2.33
S -4.65 -3.17 -3.30
O -5.70 -2.54 -4.04
O -4.92 -4.42 -2.62
O -3.32 -3.37 -4.22
H -1.43 -2.58 -4.37
H -2.73 -1.46 -4.85
H -2.46 -0.71 -2.51
H -2.07 -2.31 -1.95
C -5.14 3.71 1.50
C -5.90 3.30 2.78
O -5.08 2.33 3.43
S -3.59 2.32 2.82
O -3.08 0.98 2.87
O -2.79 3.41 3.30
O -4.19 2.63 1.35
H -4.57 4.62 1.68
H -5.74 3.80 0.60
H -6.85 2.81 2.57
H -6.00 4.18 3.42
C 4.54 0.78 -1.32
C 5.94 0.31 -1.77
O 5.76 0.23 -3.19
S 4.80 1.43 -3.73
O 3.86 0.83 -4.62
O 5.59 2.55 -4.17
O 4.17 1.75 -2.28
H 4.53 1.14 -0.29
H 3.85 -0.07 -1.31
H 6.09 -0.70 -1.39
H 6.70 0.97 -1.36
C 4.04 -2.58 -3.42
C 3.17 -3.75 -3.85
O 1.85 -3.27 -3.98
S 1.57 -1.94 -3.12
O 0.81 -2.18 -1.93
O 1.07 -0.93 -4.00
O 3.10 -1.78 -2.70
H 4.51 -2.00 -4.21
H 4.77 -2.96 -2.71
H 3.24 -4.56 -3.12
H 3.52 -4.27 -4.75
```

These are the Mulliken partial charges, in e, on atoms 1 to 99: C -0.69; C 0.14; C 0.36; O -0.64; C 1.49; H 0.26; H 0.42; H 0.53; H -0.74; H 0.56; H -0.71; H 0.84; H -1.14; C -0.65; C -0.76; C -0.62; O 0.70; C 0.26; H 0.03; H 0.49; H 0.35; H 0.23; H 0.50; H 0.25; H 0.42; H -0.46; C -0.77; C -0.86; C 0.20; O 0.01; C 0.48; H 0.22; H 0.49; H 0.38; H 0.36; H -0.28; H 0.12; H 0.38; H -0.49; C -0.68; C 0.80; C -0.40; O -0.40; C 0.97; H 0.49; H -0.11; H -0.99; H 0.61; H 0.11; H 0.34; H -1.00; H 0.66; C 0.09; C 0.66; O -0.49; S 0.83; O -0.65; O -0.33; O -0.58; H -0.22; H 0.41; H 0.59; H -0.65; C 0.67; C 0.97; O -0.61; S 1.13; O -0.62; O -0.75; O -0.27; H 0.19; H -0.93; H 0.89; H 0.47; C 1.07; C -0.02; O 0.82; S 0.06; O -0.71; O -0.13; O -0.33; H -1.32; H 0.57; H 0.33; H -0.62; C -0.42; C -0.23; O -0.13; S 0.88; O -0.64; O -0.24; O -0.38; H 0.28; H 0.35; H 0.25; H 0.29; C -0.38; C 0.35; O -0.20

=====

3.
C8H7ClNO2 | ωB97M-V/def2-TZVPD

Computed properties:
HOMO energy (alpha / beta), eV: -12.08 / -12.58
DFT total energy, a.u.: -973.95369
Multiplicity: 3
Orbital gap (alpha / beta), eV: 7.099 / 5.846
Charge: +1

XYZ file:
```
19
C8H7ClNO2 | the Open Molecules 2025 dataset | ωB97M-V/def2-TZVPD
C 0.74 1.73 0.41
C 1.65 -0.12 -0.98
C 1.94 1.65 1.16
C 0.56 0.77 -0.66
C 2.73 -0.15 -0.08
C -3.58 -1.48 0.63
C -1.10 -1.38 0.36
C -0.65 0.64 -1.29
N 2.83 0.72 0.90
O -0.01 -1.76 0.41
O -2.27 -1.41 0.36
Cl 3.93 -1.35 -0.21
H -0.11 2.23 0.91
H 1.46 -0.74 -1.77
H 2.25 2.24 2.00
H -4.09 -1.57 -0.32
H -3.94 -0.93 1.44
H -1.63 1.14 -1.10
H -0.71 -0.20 -2.16
```

The computed Mulliken charges, all in e, follow: C -0.65; C -0.55; C -0.19; C 0.90; C 0.37; C -0.26; C 0.67; C -1.23; N -0.52; O -0.16; O -0.05; Cl -0.14; H 0.31; H 0.54; H 0.46; H 0.33; H 0.36; H 0.47; H 0.37

=====

4.
C37H89N4O3P | ωB97M-V/def2-TZVPD

Computed properties:
HOMO energy, eV: -8.10
DFT total energy, a.u.: -2249.04614
Multiplicity: 1
Orbital gap, eV: 8.807
SMILES: CCCP(CCCCCCCCOC)COO.CCN(CC)CC.CCN(CC)CC.CCN(CC)CC.CCN(CC)CC
Charge: 0

XYZ file:
```
134
C37H89N4O3P | the Open Molecules 2025 dataset | ωB97M-V/def2-TZVPD
C 4.56 3.47 -3.39
C 4.27 2.16 -2.63
C 2.86 1.58 -2.90
P 1.70 2.00 -1.52
C 0.13 1.16 -2.03
C -0.35 1.08 -3.49
C -0.37 2.38 -4.31
C -1.39 3.40 -3.76
C -2.65 3.57 -4.63
C -3.44 4.86 -4.35
C -3.52 5.30 -2.88
C -3.97 4.21 -1.89
O -4.77 3.23 -2.53
C -4.42 1.93 -2.15
C 1.40 3.81 -1.91
O 0.17 4.33 -1.44
O 0.11 4.06 -0.02
H 3.64 3.92 -3.78
H 5.23 3.30 -4.24
H 5.03 4.22 -2.74
H 5.02 1.41 -2.90
H 4.39 2.33 -1.55
H 2.50 1.94 -3.87
H 2.89 0.48 -2.95
H 0.30 0.13 -1.68
H -0.67 1.55 -1.38
H 0.22 0.31 -4.02
H -1.39 0.72 -3.47
H -0.63 2.11 -5.34
H 0.63 2.84 -4.36
H -0.91 4.38 -3.62
H -1.70 3.07 -2.76
H -3.31 2.71 -4.46
H -2.37 3.53 -5.69
H -3.00 5.69 -4.92
H -4.46 4.73 -4.73
H -4.19 6.16 -2.82
H -2.54 5.65 -2.54
H -4.54 4.65 -1.06
H -3.08 3.72 -1.45
H -3.41 1.66 -2.51
H -5.14 1.24 -2.60
H -4.43 1.81 -1.05
H 1.38 4.02 -2.99
H 2.24 4.37 -1.47
H -0.76 3.64 0.04
C -0.42 -2.38 -0.18
C -0.90 -1.45 0.93
N -1.97 -0.56 0.50
C -2.23 0.52 1.43
C -2.80 0.17 2.81
C -3.15 -1.22 -0.05
C -3.86 -2.26 0.82
H -0.15 -1.81 -1.07
H 0.45 -2.93 0.16
H -1.19 -3.10 -0.45
H -0.07 -0.81 1.25
H -1.18 -2.05 1.81
H -2.91 1.23 0.94
H -1.29 1.05 1.58
H -3.85 -0.12 2.75
H -2.74 1.04 3.46
H -2.25 -0.63 3.29
H -2.86 -1.71 -0.99
H -3.86 -0.44 -0.35
H -3.15 -2.96 1.28
H -4.55 -2.84 0.21
H -4.44 -1.80 1.62
C 6.18 -5.17 -1.24
C 5.92 -3.79 -0.66
N 5.34 -2.87 -1.63
C 5.38 -1.48 -1.21
C 4.57 -1.08 0.02
C 4.10 -3.32 -2.25
C 2.92 -3.67 -1.34
H 6.76 -5.11 -2.15
H 6.74 -5.77 -0.52
H 5.25 -5.70 -1.46
H 6.88 -3.35 -0.35
H 5.32 -3.89 0.25
H 5.05 -0.87 -2.06
H 6.43 -1.22 -1.04
H 3.49 -1.08 -0.17
H 4.83 -0.07 0.33
H 4.76 -1.74 0.87
H 4.33 -4.19 -2.87
H 3.80 -2.54 -2.96
H 3.23 -4.31 -0.51
H 2.16 -4.21 -1.91
H 2.45 -2.78 -0.91
C -2.18 -6.20 0.06
C -1.64 -7.27 0.99
N -0.19 -7.42 0.89
C 0.31 -8.62 1.55
C 0.17 -8.71 3.07
C 0.58 -6.21 1.08
C 0.38 -5.42 2.38
H -1.85 -6.37 -0.97
H -3.27 -6.19 0.08
H -1.83 -5.20 0.36
H -2.08 -8.23 0.73
H -1.97 -7.04 2.01
H 1.37 -8.72 1.28
H -0.20 -9.47 1.10
H 0.85 -8.04 3.59
H 0.40 -9.73 3.40
H -0.85 -8.49 3.40
H 0.37 -5.54 0.24
H 1.64 -6.48 0.98
H -0.68 -5.28 2.60
H 0.83 -4.43 2.28
H 0.84 -5.91 3.24
C -3.01 4.19 3.14
C -2.47 5.01 4.30
N -1.36 4.36 4.98
C -1.06 4.94 6.28
C -0.54 6.39 6.31
C -0.22 4.00 4.16
C 0.47 5.12 3.37
H -3.24 3.17 3.47
H -3.92 4.64 2.75
H -2.30 4.13 2.31
H -3.27 5.13 5.04
H -2.22 6.02 3.94
H -0.33 4.29 6.77
H -1.97 4.89 6.88
H 0.48 6.47 5.94
H -0.55 6.75 7.34
H -1.17 7.05 5.72
H -0.54 3.23 3.45
H 0.51 3.51 4.81
H -0.25 5.75 2.84
H 1.14 4.69 2.62
H 1.07 5.77 4.02
```

These are the Mulliken partial charges, in e, on atoms 1 to 99: C -1.30; C -0.34; C -0.49; P -0.14; C 1.83; C -1.19; C -1.10; C 0.54; C -0.73; C -0.88; C -0.87; C 0.20; O -0.44; C -0.49; C -0.60; O -0.34; O -0.18; H 0.28; H 0.38; H 0.31; H 0.32; H 0.31; H 0.44; H 0.10; H -0.93; H -0.35; H 0.44; H 0.57; H 0.65; H 0.20; H 0.52; H -0.71; H 0.18; H 0.53; H 0.33; H 0.38; H 0.42; H 0.25; H 0.51; H -0.31; H 0.08; H 0.40; H 0.26; H 0.25; H 0.48; H 0.22; C -0.30; C -0.73; N 0.98; C -0.29; C -1.43; C -0.36; C -1.09; H -0.06; H 0.02; H 0.12; H 0.39; H 0.31; H -0.05; H 0.28; H 0.28; H 0.37; H 0.30; H 0.45; H -0.01; H 0.14; H 0.42; H 0.25; C -1.48; C -0.30; N 0.25; C -0.79; C -0.75; C -1.27; C 0.15; H 0.33; H 0.44; H 0.28; H 0.49; H 0.26; H 0.35; H 0.35; H -0.11; H 0.43; H 0.35; H 0.39; H 0.37; H 0.20; H 0.51; H -0.47; C -0.98; C -0.44; N 0.15; C -0.73; C -0.98; C -0.56; C -1.01; H 0.32; H 0.47